Entry 1:
A cluster of 13 separate species, C42H118N8O18 in total, computed with the ωB97M-V functional and the def2-TZVPD basis.

Properties
Calculated total energy, eV: -94235.70380
Relative energy (zero: lowest compared OMol25 entry of this formula, charge and spin), kJ/mol: 153.3
Net charge: 0
Orbital gap, eV: 9.366
Highest occupied orbital energy, eV: -8.840

The geometry in XYZ format:
```
186
C42H118N8O18, DFT the ωB97M-V functional and the def2-TZVPD basis
O 2.118 4.723 -3.163
O -1.317 -0.043 0.666
O -2.127 3.453 4.645
O -2.685 -3.550 -1.350
O 1.581 -3.259 -3.516
O -4.395 1.550 -2.280
O -1.943 4.317 1.527
O 5.342 2.014 2.130
O 4.566 -2.397 3.852
O -2.470 -2.304 5.054
O 0.481 3.796 5.932
O 6.245 -0.923 -3.158
O -5.070 -2.038 0.483
O 3.093 3.620 3.409
O 0.446 -0.762 -4.258
O -4.407 -3.545 -4.899
O 1.164 -5.777 -0.495
O 3.780 2.991 -1.011
N -1.208 5.144 -1.821
N -0.870 1.702 2.814
N -2.236 0.484 -3.931
N -0.248 0.527 5.428
N 0.201 -2.345 -0.906
N -4.876 -1.320 -2.220
N 3.524 -1.515 -3.602
N 2.947 0.094 5.870
C 3.670 -1.385 4.086
C -1.475 -1.431 4.629
C -3.951 2.247 -3.484
C -2.430 0.151 6.365
C -4.665 -3.382 0.339
C -0.708 1.183 0.462
C 1.041 5.314 -0.707
C 7.299 -0.533 -4.048
C 5.236 2.296 0.732
C 2.846 4.046 -4.210
C -3.089 4.190 3.826
C 0.018 1.520 1.725
C -2.468 1.873 -3.746
C 0.412 -4.680 -0.955
C 4.098 -1.500 -1.269
C -2.019 2.759 -4.909
C -5.634 1.985 -1.774
C 1.110 4.025 4.686
C 4.006 -0.619 -2.510
C -6.544 -1.661 -3.937
C -3.531 -3.834 -5.937
C -2.174 -0.326 -0.425
C -4.192 -2.331 -4.295
C -1.158 -0.545 5.820
C -3.151 -3.662 -0.004
C -3.011 -3.109 4.073
C 0.782 -3.068 -4.656
C -2.362 5.047 2.757
C -5.316 -2.180 -3.303
C 1.037 0.321 2.086
C 2.372 3.159 4.489
C 0.703 -3.477 1.277
C 0.246 5.363 -1.981
C 4.543 -2.895 2.548
C 3.307 -2.292 6.422
C 0.740 4.469 -3.095
C 5.320 0.096 -2.868
C 0.910 -3.464 -0.216
C 0.531 -6.955 -1.053
C -0.190 -1.973 -4.480
C 3.696 -1.143 5.582
C 3.809 2.816 0.389
H 3.892 4.019 -3.833
H 5.454 1.364 0.136
H -3.923 -1.529 -1.909
H -4.731 -0.379 -2.649
H 4.273 -2.233 -3.633
H 4.430 -0.876 -0.406
H -4.710 -3.735 1.333
H -1.436 5.463 3.181
H -0.873 -2.187 -3.616
H -0.343 1.329 3.641
H -3.547 -2.472 3.323
H 0.682 0.310 5.193
H -2.230 -3.775 3.532
H 3.075 3.666 -1.154
H 2.208 -2.498 -3.504
H -6.823 -2.235 -4.795
H -2.670 -4.297 -5.491
H -0.408 -7.102 -0.488
H -2.277 3.796 -4.772
H 5.682 0.810 -2.030
H -4.655 2.054 -4.300
H 3.618 -1.045 -4.498
H 3.978 -0.479 3.527
H 1.798 0.630 2.855
H -3.963 -4.515 -6.663
H -3.030 5.904 2.434
H -0.774 -1.941 -5.494
H 3.458 -3.177 2.260
H 0.525 2.459 1.584
H 3.629 3.798 0.926
H 4.777 -2.314 -1.428
H -3.797 3.468 3.456
H -3.204 -2.273 -3.821
H -1.974 -2.874 -1.276
H -7.306 -1.647 -3.127
H 3.807 -3.213 6.096
H 3.084 2.086 0.751
H -3.162 -0.613 6.749
H -2.911 -1.103 -0.176
H -3.200 -2.965 -6.545
H -1.563 5.639 -0.987
H 0.669 3.375 -2.789
H 3.641 -2.256 7.463
H 0.499 -4.567 -2.094
H 0.958 -4.460 1.673
H 2.693 -1.693 3.738
H 0.467 -6.888 -2.128
H 3.486 0.908 5.583
H 2.119 2.092 4.257
H -2.821 0.191 -4.706
H -1.264 4.189 -1.551
H -2.898 -4.697 0.264
H -2.058 0.696 7.233
H 1.643 0.017 1.227
H 5.933 3.102 0.496
H 0.904 6.143 -0.018
H -6.387 1.850 -2.554
H 0.618 -2.209 -1.806
H 3.318 0.177 -2.334
H -5.514 -3.185 -2.799
H 0.266 4.790 -4.010
H -4.335 -1.524 -5.174
H 5.136 1.114 2.258
H -1.531 3.548 1.870
H -2.511 -2.992 0.699
H 1.186 -7.817 -0.946
H 2.480 3.033 -4.384
H -0.921 2.622 -5.211
H -1.957 2.158 -2.817
H 4.767 -1.028 5.732
H -5.888 1.300 -1.003
H 7.867 0.216 -3.483
H -0.093 1.244 -0.468
H 1.356 -2.797 -5.553
H -0.328 -0.120 -4.233
H -0.541 -1.977 4.275
H -0.752 -1.191 6.643
H 1.319 -2.706 1.805
H 0.377 -1.438 -0.361
H 7.967 -1.359 -4.192
H 0.807 4.422 -0.135
H 2.940 3.322 5.424
H -6.445 -0.603 -4.288
H -2.911 0.872 5.718
H 1.451 5.008 4.526
H -3.863 3.338 -3.363
H 4.981 -2.144 1.835
H 2.810 4.604 -5.168
H -0.627 -4.889 -0.706
H -1.594 -0.541 -1.306
H 3.172 -2.020 -1.010
H -1.733 2.833 4.016
H -2.630 -0.094 -3.159
H 0.226 -4.021 -4.917
H 2.877 0.176 6.860
H -1.422 1.977 0.335
H 0.404 -0.530 2.332
H -2.589 2.465 -5.805
H 0.384 3.819 3.901
H 4.054 3.558 3.561
H 2.130 5.301 -0.887
H 2.255 -2.450 6.440
H 5.179 0.749 -3.756
H -1.781 -0.879 3.690
H 0.366 6.359 -2.375
H 5.209 -3.742 2.543
H -5.585 2.981 -1.431
H 6.883 -0.040 -4.947
H -1.557 1.001 2.689
H -2.709 0.543 -0.702
H -0.279 1.293 6.114
H -0.317 -3.241 1.583
H -3.519 4.955 4.479
H -0.439 4.066 5.809
H -5.180 -1.683 -0.365
H -3.682 -3.724 4.648
H -5.281 -3.927 -0.435
H 1.983 -3.343 -0.362
```

***

Entry 2:
The ion CH2NO2S2 with charge -1, computed with the ωB97M-V functional and the def2-TZVPD basis.

Properties
Calculated total energy, eV: -28322.99495
Relative energy (zero: lowest compared OMol25 entry of this formula, charge and spin), kJ/mol: 289.6
Net charge: -1
Orbital gap, eV: 6.946
Highest occupied orbital energy, eV: -3.508

The geometry in XYZ format:
```
8
CH2NO2S2, DFT the ωB97M-V functional and the def2-TZVPD basis
S 1.784 0.464 0.411
S 2.704 0.194 -2.436
O 1.714 1.919 0.249
O 2.311 -0.031 1.666
N -0.095 0.022 0.465
C 3.219 0.382 -0.961
H -0.594 0.840 0.543
H -0.023 -0.282 -0.451
```

***

Entry 3:
A cluster of 2 separate species, C4H8O3 in total, computed with the ωB97M-V functional and the def2-TZVPD basis.

Properties
Calculated total energy, eV: -10418.64840
Relative energy (zero: lowest compared OMol25 entry of this formula, charge and spin), kJ/mol: 227.2
Net charge: 0
Orbital gap, eV: 10.639
Highest occupied orbital energy, eV: -10.246

The geometry in XYZ format:
```
15
C4H8O3, DFT the ωB97M-V functional and the def2-TZVPD basis
O 1.701 0.540 0.657
O 1.147 -1.461 -1.067
O -0.570 -0.990 2.148
C -0.861 0.062 2.661
C 0.570 0.463 0.239
C -0.210 0.293 -2.049
C 0.136 -0.532 -0.807
H 1.936 -1.140 -0.603
H -1.065 0.954 -1.864
H -1.906 0.313 2.916
H -0.450 -0.376 -2.877
H 0.653 0.906 -2.334
H -0.102 0.840 2.874
H -0.217 1.185 0.548
H -0.761 -1.055 -0.441
```

***

Entry 4:
A cluster of 3 separate species, C11H17N6O6PS2 in total, computed with the ωB97M-V functional and the def2-TZVPD basis.

Properties
Calculated total energy, eV: -63852.01216
Net charge: 0
Orbital gap, eV: 6.594
Highest occupied orbital energy, eV: -8.906

The geometry in XYZ format:
```
43
C11H17N6O6PS2, DFT the ωB97M-V functional and the def2-TZVPD basis
S -2.376 -3.112 3.793
S 2.111 1.072 -1.416
P 1.863 -4.374 1.024
O -3.317 1.966 0.310
O 4.515 3.860 -2.878
O -7.900 -1.499 0.118
O -7.530 -1.067 -1.980
O -1.870 0.905 1.391
O 3.759 5.080 -1.244
N -7.248 -1.014 -0.794
N -2.860 0.868 0.466
N -2.537 -1.540 3.122
N -0.988 -3.823 3.058
N 3.658 4.538 -2.334
N 2.537 -4.527 -0.431
C 1.029 -1.623 0.267
C 3.358 0.920 1.230
C -6.001 -0.291 -0.432
C 0.479 1.029 -0.535
C -1.037 -0.276 1.275
C 0.194 -0.298 0.309
C 3.512 0.533 -0.322
C 2.378 4.716 -3.068
C 0.707 -2.872 1.167
C -0.530 -2.802 2.131
C -1.427 -1.496 2.190
H -5.173 -0.795 -0.930
H 2.608 5.201 -4.016
H 1.919 -1.724 -0.435
H 1.713 5.337 -2.469
H 2.929 -4.159 1.983
H 3.743 -0.584 -0.507
H 1.143 -5.577 1.339
H -6.104 0.737 -0.778
H 1.948 3.727 -3.222
H 0.299 1.975 0.110
H 4.452 1.094 -0.705
H 3.892 0.088 1.839
H 2.280 0.938 1.614
H 2.177 -3.773 -1.043
H -0.337 1.070 -1.358
H -5.877 -0.323 0.649
H 3.912 1.892 1.511
```

***

Entry 5:
An isolated molecule of C16H15N3O2, computed with the ωB97M-V functional and the def2-TZVPD basis.

Properties
Calculated total energy, eV: -25401.23210
Relative energy (zero: lowest compared OMol25 entry of this formula, charge and spin), kJ/mol: 30.3
Net charge: 0
Orbital gap, eV: 9.024
Highest occupied orbital energy, eV: -8.595

The geometry in XYZ format:
```
36
C16H15N3O2, DFT the ωB97M-V functional and the def2-TZVPD basis
O -5.037 1.232 0.058
O -4.951 -0.994 -0.175
N -0.787 1.191 0.250
N 1.180 0.105 0.196
N 0.104 -3.540 -0.168
C -0.889 -1.191 -0.014
C 5.805 -0.258 0.791
C 4.531 -0.793 0.878
C -2.658 2.652 0.339
C -2.275 -1.099 -0.066
C 3.838 0.563 -0.971
C -0.307 -2.469 -0.101
C -2.101 1.278 0.205
C -6.367 -1.002 -0.239
C 2.149 -0.961 0.079
C -0.157 0.017 0.142
C -4.382 0.219 -0.020
C 5.109 1.102 -1.054
C 3.538 -0.388 -0.003
C 6.096 0.692 -0.172
C -2.913 0.135 0.038
H 6.570 -0.582 1.480
H 3.073 0.878 -1.667
H 7.088 1.111 -0.238
H 1.942 -1.544 -0.828
H -3.247 2.906 -0.539
H 5.332 1.840 -1.810
H -3.329 2.704 1.193
H -2.860 -1.997 -0.185
H -6.659 -2.042 -0.363
H 1.532 1.040 0.341
H -6.792 -0.589 0.678
H -6.713 -0.403 -1.084
H 2.072 -1.643 0.935
H -1.843 3.360 0.461
H 4.307 -1.534 1.631
```

***

Entry 6:
An isolated molecule of C4H7Cl2N, computed with the ωB97M-V functional and the def2-TZVPD basis.

Properties
Calculated total energy, eV: -30795.88998
Relative energy (zero: lowest compared OMol25 entry of this formula, charge and spin), kJ/mol: 27.1
Net charge: 0
Orbital gap, eV: 10.022
Highest occupied orbital energy, eV: -9.342

The geometry in XYZ format:
```
14
C4H7Cl2N, DFT the ωB97M-V functional and the def2-TZVPD basis
Cl -2.117 -0.517 0.365
Cl 0.999 2.177 0.842
N 0.052 -1.653 -2.109
C -0.383 -0.591 1.016
C 1.286 0.787 -0.181
C 0.973 -1.465 -1.044
C 0.628 -0.365 -0.062
H -0.413 0.172 1.801
H 2.085 0.867 -0.910
H -0.303 -1.576 1.452
H 1.073 -2.439 -0.469
H -0.881 -1.793 -1.738
H 0.071 -0.921 -2.791
H 1.994 -1.153 -1.488
```

***

Entry 7:
The ion C2H2NO2S2 with charge -1, computed with the ωB97M-V functional and the def2-TZVPD basis.

Properties
Calculated total energy, eV: -29362.08967
Relative energy (zero: lowest compared OMol25 entry of this formula, charge and spin), kJ/mol: 214.9
Net charge: -1
Orbital gap, eV: 6.310
Highest occupied orbital energy, eV: -3.369

The geometry in XYZ format:
```
9
C2H2NO2S2, DFT the ωB97M-V functional and the def2-TZVPD basis
S -0.505 -2.059 0.293
S 2.286 -0.307 -0.120
O -0.669 1.945 0.303
O 2.306 -0.374 -1.576
N 1.166 0.598 0.392
C -1.144 -0.386 0.146
C -0.150 0.864 0.289
H -1.775 -0.148 1.026
H -1.515 -0.135 -0.754
```

***

Entry 8:
A cluster of 2 separate species, C2H8N2O2 in total, computed with the ωB97M-V functional and the def2-TZVPD basis.

Properties
Calculated total energy, eV: -9276.72146
Relative energy (zero: lowest compared OMol25 entry of this formula, charge and spin), kJ/mol: 307.7
Net charge: 0
Orbital gap, eV: 10.185
Highest occupied orbital energy, eV: -9.411

The geometry in XYZ format:
```
14
C2H8N2O2, DFT the ωB97M-V functional and the def2-TZVPD basis
O -0.082 1.591 2.196
O 1.341 0.388 0.758
N 1.794 -0.394 1.904
N -1.557 0.238 -1.791
C 0.394 1.371 1.098
C -0.994 -0.818 -0.969
H 1.265 -1.265 1.846
H -0.027 -1.149 -1.361
H 2.741 -0.643 1.609
H -0.886 0.996 -1.897
H -1.659 -1.686 -0.962
H 0.231 1.996 0.207
H -1.744 -0.117 -2.728
H -0.818 -0.507 0.093
```